1.
A cluster of 2 separate species, C6H16 in total in a non-equilibrium geometry. Source: the OMol25 dataset; level of theory: ωB97M-V/def2-TZVPD.

## Properties
Orbital gap (spin up / spin down) ... 2.51 / 11.69 eV
LUMO (spin up / spin down) ... 4.03 / 4.08 eV
Energy relative to the best compared isomer or geometry (same formula, charge and spin) ... 0.2993 eV
Net charge ... -1
HOMO energy (spin up / spin down) ... 1.5 / -7.6 eV
Spin multiplicity ... 2
Electronic energy ... -6479.649 eV

Each line ends with the Mulliken charge.
Geometry (Å):
C: -1.054 0.453 1.495  0.602
C: -0.937 1.840 0.972  -1.658
C: -2.435 0.133 2.035  -1.820
H: -0.748 -0.288 0.768  -0.066
H: -0.404 0.369 2.370  0.179
H: -1.213 2.597 1.719  0.472
H: -2.801 0.690 2.905  0.480
H: -3.254 0.208 1.303  0.456
H: -1.482 2.079 0.058  0.578
H: 0.105 2.072 0.717  0.326
H: -2.459 -0.895 2.415  0.599
C: 1.354 -0.637 -0.963  -0.618
C: 2.344 -1.804 -1.221  -2.171
C: 0.742 -0.023 -2.217  -2.046
H: 0.677 -1.066 -0.235  0.105
H: 1.963 0.157 -0.517  0.407
H: 3.340 -1.427 -1.478  0.550
H: 2.005 -2.444 -2.038  0.199
H: 0.300 0.971 -2.094  0.412
H: 1.572 -0.007 -2.933  0.448
H: 2.435 -2.413 -0.319  0.879
H: -0.049 -0.566 -2.742  0.687

---

2.
A cluster of 2 separate species, C6H16 in total in a non-equilibrium geometry. Source: the OMol25 dataset; level of theory: ωB97M-V/def2-TZVPD.

## Properties
Orbital gap ... 12.36 eV
LUMO ... 1.16 eV
Energy relative to the best compared isomer or geometry (same formula, charge and spin) ... 0.3857 eV
HOMO energy ... -11.2 eV
Electronic energy ... -6481.272 eV

Each line ends with the Mulliken charge.
Geometry (Å):
C: 1.622 -1.008 1.194  -0.695
C: 1.430 -0.190 2.465  -0.232
C: 0.371 0.888 2.326  -1.090
H: 2.662 -1.260 0.995  0.329
H: 1.121 -1.984 1.198  0.273
H: 1.222 -0.517 0.307  -0.032
H: 1.128 -0.851 3.285  0.246
H: 2.379 0.232 2.811  0.302
H: 0.521 1.539 1.464  0.324
H: -0.613 0.424 2.250  0.239
H: 0.420 1.566 3.187  0.364
C: -0.490 -0.207 -3.023  -1.083
C: -1.600 -0.313 -1.944  -0.349
C: -1.433 0.766 -0.872  -0.643
H: 0.458 -0.520 -2.576  0.263
H: -0.372 0.835 -3.311  0.294
H: -0.683 -0.899 -3.843  0.339
H: -2.538 -0.227 -2.506  0.322
H: -1.594 -1.313 -1.497  0.274
H: -1.481 1.764 -1.314  0.336
H: -2.132 0.585 -0.062  0.304
H: -0.397 0.691 -0.535  -0.086

---

3.
A cluster of 2 separate species, C6H16 in total in a non-equilibrium geometry. Source: the OMol25 dataset; level of theory: ωB97M-V/def2-TZVPD.

## Properties
Orbital gap ... 12.09 eV
LUMO ... 1.12 eV
Energy relative to the best compared isomer or geometry (same formula, charge and spin) ... 0.4892 eV
HOMO energy ... -11.0 eV
Electronic energy ... -6481.169 eV

Each line ends with the Mulliken charge.
Geometry (Å):
C: 1.615 -1.181 -0.318  -1.101
C: 0.324 -1.789 0.172  0.235
C: 0.525 -2.934 1.155  -1.366
H: 2.343 -1.946 -0.591  0.397
H: 2.060 -0.580 0.482  0.259
H: 1.528 -0.489 -1.154  0.264
H: -0.269 -1.031 0.669  0.042
H: -0.210 -2.239 -0.673  0.242
H: 1.210 -3.671 0.737  0.338
H: 1.002 -2.589 2.072  0.343
H: -0.349 -3.508 1.472  0.340
C: -2.157 2.207 -0.561  -1.455
C: -0.851 1.405 -0.561  0.223
C: 0.315 2.275 -0.050  -1.060
H: -2.170 2.958 -1.354  0.349
H: -2.324 2.713 0.385  0.354
H: -3.000 1.546 -0.779  0.371
H: -1.018 0.619 0.167  -0.068
H: -0.607 0.923 -1.506  0.401
H: 1.079 2.414 -0.817  0.274
H: 0.050 3.223 0.404  0.401
H: 0.902 1.673 0.647  0.217